DFT (ωB97M-V/def2-TZVPD) results for 13 unconnected molecules or ions with the total composition C48H118Cl10N6O14 in a non-equilibrium geometry.

Each line ends with the Löwdin charge.
Atoms and positions in Å:
H  0.033  1.092  1.114  0.007
H  -1.386  2.209  2.804  0.059
Cl  7.229  -1.056  3.110  0.550
H  2.439  -1.889  -5.698  0.116
O  2.268  -0.589  -2.383  -0.211
C  6.211  -4.278  -2.774  -0.707
H  0.524  -5.938  2.846  0.056
C  0.272  4.760  9.412  -0.128
H  8.559  -0.106  -4.694  0.072
C  0.769  -4.795  -3.207  -0.205
H  0.350  -2.280  0.691  0.068
O  -5.394  -1.428  -0.455  -0.157
H  1.012  4.274  0.303  0.076
C  -2.514  -1.491  8.186  -0.061
H  4.196  0.047  -1.905  0.085
N  -0.165  1.721  6.875  -0.072
H  1.374  -1.030  3.270  0.077
H  -9.461  4.188  0.250  0.086
Cl  3.038  -4.119  0.819  0.572
H  0.316  -2.989  -9.591  0.082
H  -2.200  2.275  6.676  0.124
H  -5.223  4.613  -1.585  0.099
H  -2.370  -6.093  4.846  0.071
H  -1.456  -5.141  7.586  0.060
H  2.537  -3.582  -3.618  0.107
H  -1.102  -0.616  5.917  0.106
C  -8.528  3.919  0.744  -0.073
H  1.838  -2.838  -7.798  0.113
H  1.113  -2.611  -3.283  0.096
C  3.721  -0.771  -2.447  -0.064
C  1.732  -0.598  -1.059  -0.211
O  5.942  3.857  -1.667  -0.208
C  1.163  -5.705  1.995  -0.690
H  -2.466  -5.605  -3.226  0.086
Cl  -1.457  -3.845  4.979  0.584
H  0.066  1.605  3.466  0.052
H  -2.628  -1.609  9.264  0.083
C  1.049  -2.239  -7.343  -0.220
H  -2.331  1.175  -4.323  0.088
C  -4.912  4.765  -4.202  -0.200
H  7.103  -3.935  -2.251  0.029
C  -3.852  0.213  -1.383  -0.197
C  -7.323  4.004  -1.398  -0.236
C  -6.281  2.231  2.710  -0.111
H  -6.737  3.206  2.543  0.066
Cl  6.967  -3.862  -5.259  0.574
H  7.462  3.488  -0.177  0.084
C  -1.442  -1.951  1.861  -0.202
H  3.761  5.086  -2.261  0.106
C  2.414  3.163  -3.448  -0.180
C  0.453  4.589  -0.578  -0.093
C  1.456  -3.536  -3.748  -0.187
O  -0.594  -4.737  -3.623  -0.183
H  2.559  -1.396  4.700  0.084
H  -4.783  -3.299  0.226  0.076
H  -3.041  0.415  -2.082  0.105
H  -1.059  -1.276  2.626  0.107
H  5.646  0.738  -4.099  0.037
H  -8.452  4.470  1.682  0.082
H  -3.247  -1.709  3.764  0.053
C  2.231  -4.677  2.311  -0.631
H  -6.211  2.178  3.797  0.086
H  -1.062  -6.431  -2.473  0.086
C  -0.559  -2.644  -9.039  -0.112
H  0.306  -3.821  -5.271  0.082
H  -1.213  -2.437  -0.127  0.102
O  0.138  2.018  1.345  -0.154
H  2.170  0.197  -0.455  0.115
H  0.163  0.756  -1.398  0.097
H  -0.467  4.004  -0.579  0.073
H  -4.569  -1.371  2.706  0.088
C  -2.156  -5.720  6.984  -0.621
H  -6.413  5.798  -2.084  0.121
H  -0.313  1.468  7.841  0.105
H  0.840  5.669  9.213  0.085
H  -3.257  4.443  -2.738  0.106
H  -4.832  5.851  -4.253  0.118
H  1.980  3.870  -4.155  0.118
O  -2.822  -1.569  1.649  -0.218
C  -5.031  2.338  0.704  -0.175
H  -1.744  -4.993  -1.850  0.060
C  -2.209  2.232  -4.084  -0.111
H  7.091  -5.879  -3.983  0.074
H  5.235  -0.969  1.774  0.056
H  -5.757  1.768  0.123  0.113
O  -2.142  -0.115  7.787  -0.193
H  -3.884  0.107  0.609  0.082
H  2.015  2.474  7.973  0.121
N  -0.529  -0.418  0.111  -0.046
H  -0.843  -1.672  -9.442  0.079
H  -4.991  4.490  -5.254  0.113
H  4.026  2.804  -2.425  0.084
C  5.759  4.734  -2.778  -0.212
C  -1.475  -5.473  -2.791  -0.110
H  0.677  2.582  -2.361  0.081
O  -5.052  1.934  2.068  -0.181
H  -2.671  -0.190  5.831  0.102
H  1.950  2.489  -1.349  0.113
N  -3.369  0.642  -0.075  -0.072
Cl  -3.826  -5.110  7.225  0.529
H  -2.746  2.366  0.853  0.099
H  7.029  1.675  -3.547  0.049
C  0.304  3.108  6.787  -0.181
Cl  6.728  1.861  -5.931  0.528
H  1.093  -1.234  -7.761  0.115
O  -0.245  -2.772  -7.647  -0.189
Cl  0.046  -5.109  0.830  0.654
C  -3.523  4.187  -3.764  -0.220
C  1.567  3.161  -2.118  -0.220
O  -3.501  2.797  -3.975  -0.200
O  0.993  3.562  9.225  -0.180
N  -6.080  4.285  -3.515  -0.057
H  -0.106  4.829  10.432  0.087
H  1.677  -6.621  1.704  0.081
C  4.241  4.656  -3.140  -0.194
C  1.408  -2.221  -5.824  -0.190
H  -2.744  4.597  -4.407  0.113
O  3.093  -1.490  3.908  -0.116
H  1.912  -1.503  -0.480  0.083
H  -3.881  -3.000  2.749  0.081
H  -1.428  -3.252  -9.289  0.083
C  -4.256  -1.238  -1.340  -0.203
H  5.522  -3.433  -2.787  0.033
H  4.162  -0.907  -3.434  0.074
C  -1.685  -5.539  5.487  -0.640
H  2.204  2.203  -3.921  0.099
H  -6.455  -3.000  0.327  0.086
H  2.582  0.088  2.648  0.087
Cl  7.443  -3.628  0.712  0.598
C  7.537  -0.284  -4.362  -0.632
H  -2.134  -6.775  7.259  0.069
H  -0.713  -6.029  5.434  0.059
H  -1.467  -2.980  2.220  0.059
C  -1.794  0.052  6.430  -0.235
H  -4.753  0.731  -1.712  0.114
H  7.860  3.424  -1.861  0.076
C  6.388  -5.052  -4.084  -0.669
H  -3.355  2.584  -0.755  0.101
H  -1.788  -2.219  7.823  0.061
H  2.928  -5.103  3.032  0.086
Cl  5.434  -5.489  -1.757  0.556
C  -5.596  -2.820  -0.319  -0.132
C  6.022  -1.700  1.958  -0.648
H  1.332  -5.681  -3.502  0.125
H  -1.698  2.700  -4.925  0.088
C  -6.172  4.735  -2.108  -0.186
C  -1.471  1.560  6.295  -0.208
H  2.047  4.194  7.589  0.113
C  0.236  -0.289  -1.098  -0.202
H  -1.367  1.719  5.222  0.091
H  3.838  -1.742  -1.966  0.067
H  -5.810  -3.449  -1.184  0.086
H  7.650  4.992  -1.008  0.084
C  7.270  3.978  -1.131  -0.094
C  -3.640  -1.937  2.773  -0.100
H  -6.141  3.277  -3.485  0.102
H  2.539  -1.592  1.982  0.037
H  0.846  -4.772  -2.120  0.088
C  6.676  1.008  -4.334  -0.631
H  0.683  -1.509  -5.431  0.112
H  -1.538  2.282  -3.226  0.069
H  -7.214  2.920  -1.442  0.111
H  5.449  -5.428  -4.491  0.063
H  -8.503  2.871  1.042  0.071
H  0.149  5.614  -0.366  0.083
H  5.986  5.769  -2.521  0.116
N  1.281  -3.562  -5.230  -0.044
N  3.876  3.241  -3.324  -0.040
H  -3.363  -1.795  -1.057  0.104
H  -8.226  4.251  -1.957  0.122
H  -1.469  -0.125  -0.114  0.072
C  -0.304  2.298  2.710  -0.131
H  6.307  4.408  -3.662  0.108
H  7.522  -1.326  0.441  0.047
C  6.739  -2.070  0.592  -0.709
C  2.381  -0.962  2.858  -0.189
H  3.930  5.320  -3.946  0.121
H  6.063  -2.191  -0.254  0.030
H  -0.263  -0.801  -1.921  0.120
O  -7.371  4.370  -0.036  -0.217
C  -3.551  2.066  0.184  -0.130
H  -0.572  3.724  6.991  0.094
C  1.397  3.366  7.870  -0.197
H  -5.280  3.397  0.635  0.104
H  -0.632  4.870  8.814  0.072
O  1.249  4.479  -1.764  -0.175
H  1.733  -3.868  2.845  0.059
H  5.407  -2.474  2.417  0.047
H  -7.007  1.470  2.424  0.085
H  -3.503  -1.705  7.783  0.074
H  -4.466  -1.607  -2.343  0.125
H  7.157  -1.068  -5.018  0.018
H  0.669  3.352  5.789  0.112
Cl  7.518  -1.045  -2.747  0.593
C  -0.627  -1.817  0.551  -0.191
H  -0.016  3.299  3.034  0.075

Its molar mass is 1358.03 g mol⁻¹. For the HOMO energy, the calculation gives -0.316 Eh. The value obtained for the LUMO energy is 0.053 eV. The calculation puts the total energy at -7883.0608 Ha. The orbital gap is 8.7 eV.